{
  "formula": "C17H78O22",
  "method": "ωB97M-V/def2-TZVPD",
  "total_energy_ha": -2349.4057,
  "homo_lumo_gap_ha": 0.3514,
  "total_charge": 0,
  "largest_force_ha_per_bohr": 0.07390,
  "species": ["O", "O", "O", "O", "O", "O", "O", "O", "O", "O", "O", "O", "O", "O", "O", "O", "O", "O", "O", "O", "O", "O", "C", "C", "C", "C", "C", "C", "C", "C", "C", "C", "C", "C", "C", "C", "C", "C", "C", "H", "H", "H", "H", "H", "H", "H", "H", "H", "H", "H", "H", "H", "H", "H", "H", "H", "H", "H", "H", "H", "H", "H", "H", "H", "H", "H", "H", "H", "H", "H", "H", "H", "H", "H", "H", "H", "H", "H", "H", "H", "H", "H", "H", "H", "H", "H", "H", "H", "H", "H", "H", "H", "H", "H", "H", "H", "H", "H", "H", "H", "H", "H", "H", "H", "H", "H", "H", "H", "H", "H", "H", "H", "H", "H", "H", "H", "H"],
  "coordinates": [[3.1959, 19.9703, -4.6183], [5.8434, 29.6996, -0.6640], [7.3809, 17.1868, -1.3735], [12.1654, 21.7095, -0.4442], [11.7136, 26.1269, -1.3435], [4.7753, 25.6174, 0.6835], [8.3836, 22.1337, -5.5881], [9.6182, 21.1730, 0.8355], [8.2309, 22.5375, -2.7265], [8.3432, 23.5945, 3.4400], [2.1915, 24.6681, 1.8268], [1.7943, 20.7684, -0.6034], [6.4418, 23.2756, -0.3828], [12.1301, 24.1581, 3.1116], [8.4367, 24.7709, 1.1336], [9.3184, 25.1654, -2.2177], [5.7026, 27.1895, 2.7383], [6.1726, 21.8112, 2.3582], [2.6408, 17.7591, -0.3667], [4.1030, 25.0660, -3.9921], [6.0020, 20.7771, -6.2563], [6.3556, 22.8149, 4.9690], [3.8159, 25.3835, -2.6240], [12.1339, 24.4615, 1.7256], [6.0449, 20.3389, 2.4758], [12.2188, 26.3645, -2.5912], [9.1748, 21.6110, -2.2752], [8.7480, 26.1986, 1.1939], [5.5043, 28.4874, -1.2421], [3.7990, 19.4999, -3.4038], [5.2984, 21.9208, -5.6911], [5.8311, 26.3217, 3.8645], [2.6376, 23.8011, 2.7583], [9.4919, 20.8804, 2.2158], [13.1957, 21.3696, 0.4793], [2.6273, 21.7746, -0.1946], [2.9807, 17.8920, 0.9689], [8.8044, 26.0484, -3.2851], [8.1273, 18.1150, -0.6047], [4.9077, 25.9353, 4.2960], [10.4127, 21.2128, 2.6951], [6.1675, 23.4680, 5.6430], [13.4614, 20.3163, 0.3889], [2.0770, 18.1032, 1.5405], [4.1874, 25.9047, -4.4516], [9.0091, 17.5178, -0.3730], [7.5073, 18.3646, 0.2564], [10.0088, 22.2484, -1.9814], [5.7265, 22.8512, -6.0640], [5.5645, 28.5268, -2.3297], [12.3170, 25.4546, 1.3154], [9.3295, 26.5336, 2.0528], [6.5283, 25.4881, 3.7810], [9.3846, 19.7957, 2.2137], [3.1024, 19.6572, -2.5804], [4.7155, 25.7605, -2.1374], [7.9265, 26.9142, 1.1578], [9.2281, 23.5695, 3.8043], [5.9752, 29.5767, 0.2789], [13.9623, 22.1415, 0.4119], [3.9716, 25.1702, 0.9485], [9.2614, 22.4880, -5.7306], [6.2620, 26.9878, 4.6120], [3.0718, 20.9119, -4.4785], [5.3385, 21.9380, -4.6020], [3.6227, 18.7724, 0.9995], [12.9842, 23.8607, 1.4031], [4.7277, 20.0617, -3.3041], [3.1157, 21.5254, 0.7474], [4.5002, 28.1371, -1.0031], [12.8466, 24.6734, 3.4893], [2.0683, 22.6599, 0.1087], [8.8677, 20.9504, -1.4644], [7.8803, 24.5169, 0.3937], [8.1095, 22.3083, -3.6508], [1.2817, 24.8589, 2.0664], [6.8921, 20.8300, -5.9007], [6.8926, 22.7271, -1.0249], [2.9769, 26.0780, -2.5803], [9.3700, 26.4179, 0.3261], [4.2410, 21.9289, -5.9556], [11.8065, 27.3163, -2.9263], [11.3116, 21.6133, -0.0160], [6.4033, 22.0825, 3.2496], [0.9136, 21.0930, -0.4021], [9.5653, 21.0284, -3.1094], [6.1299, 27.6992, -0.8232], [7.1951, 16.4173, -0.8304], [9.0219, 25.6188, -4.2630], [2.2472, 18.5617, -0.7168], [6.5207, 22.7948, 0.4411], [3.4508, 22.0502, -0.8535], [9.1789, 27.0328, -3.0045], [2.7712, 24.4717, 3.6071], [9.3115, 22.0815, 0.7883], [3.4943, 24.4745, -2.1156], [8.5623, 21.2580, 2.6417], [6.1372, 19.9751, 1.4524], [8.8227, 24.3444, -2.2599], [7.0951, 23.1786, 4.4821], [4.0530, 18.4560, -3.2200], [5.3135, 24.9306, 0.2900], [7.7201, 26.1435, -3.2272], [13.2767, 26.5767, -2.4365], [8.4048, 19.0720, -1.0468], [5.0970, 20.0179, 2.9076], [1.8505, 23.0733, 2.9555], [3.5529, 23.2310, 2.5996], [6.8478, 19.9839, 3.1218], [11.8540, 25.6724, -3.3501], [7.8034, 22.7352, -6.0546], [10.8439, 25.7307, -1.4337], [11.2442, 23.9910, 1.3073], [8.4132, 24.1710, 2.6791], [3.4601, 17.0304, 1.4336], [12.6902, 21.3863, 1.4449], [5.4230, 26.6610, 1.9874]],
  "forces_ev_per_a": [[0.0, -1.2, 0.1], [0.1, 1.2, 0.0], [-0.7, 0.6, -1.4], [0.4, 0.1, -0.9], [-0.3, -0.7, 2.0], [0.2, 0.3, -0.1], [0.1, -0.1, 0.4], [-0.5, 0.8, -0.4], [-1.5, 0.2, -0.1], [0.3, -0.5, 1.1], [-0.6, 1.4, -3.5], [-1.2, -1.0, -0.8], [0.0, 0.6, 0.1], [-0.6, 1.2, 0.8], [0.6, 1.4, 1.2], [-0.6, 1.1, -1.0], [0.1, -0.5, 0.6], [-0.3, -1.8, -0.2], [-0.1, -1.6, -1.4], [-0.1, -0.1, 0.2], [-1.1, 1.0, 0.5], [-0.7, -0.5, 0.6], [0.0, -0.3, -0.4], [1.0, -2.0, -0.8], [0.3, 1.5, -0.4], [-0.3, 1.7, -0.6], [1.9, 0.2, 0.0], [0.4, 0.1, -1.5], [-0.3, -1.4, 0.3], [-0.1, 0.9, 0.6], [0.5, -0.6, -0.3], [0.6, 1.2, 0.6], [0.0, -1.0, 3.2], [0.0, -1.3, -0.1], [-1.9, 0.0, 0.5], [1.4, 1.7, 1.9], [-0.4, 1.6, 0.4], [-0.2, -0.9, 1.7], [-0.1, -1.2, 0.9], [-0.4, 0.0, -0.4], [-0.3, -0.1, 0.6], [-0.2, 0.0, 0.2], [0.8, 0.2, -0.5], [0.0, 0.1, 0.5], [0.0, 0.0, -0.1], [0.5, 0.9, 0.8], [0.5, 0.1, 0.5], [0.4, -0.5, 0.6], [0.0, 0.2, 0.0], [0.3, 0.2, 0.1], [-0.5, 0.4, 0.8], [0.0, -1.0, 0.4], [0.0, -0.1, -0.6], [0.4, -0.1, 0.5], [0.1, 0.6, 0.3], [-0.2, 0.2, 0.2], [-0.7, -0.7, 0.0], [0.3, -0.1, 0.2], [-0.1, -0.1, 0.0], [0.3, -0.6, 0.1], [-0.6, 0.0, 0.2], [0.4, 0.0, -0.1], [0.0, -0.2, 0.3], [-0.1, -0.1, 0.0], [0.2, -0.1, 0.1], [0.4, 0.0, 0.8], [0.0, 0.1, -1.0], [0.1, 0.0, 0.6], [0.3, -0.4, 0.2], [-0.4, 0.3, 0.1], [0.0, -0.1, 0.4], [0.0, 0.4, -0.5], [-0.2, 0.3, -0.1], [-0.4, 0.4, -0.4], [-0.5, 0.4, -0.5], [0.1, 0.3, -0.3], [0.1, -0.2, 0.0], [0.2, -0.1, -0.7], [0.1, 0.2, 0.2], [0.1, 0.1, 0.0], [0.3, -0.4, -0.4], [0.0, 0.5, -0.4], [-0.1, -0.3, 0.2], [-0.3, 0.5, 0.1], [-0.2, -0.5, -0.3], [-0.2, -0.3, 0.0], [0.4, -0.3, -0.4], [0.1, 0.1, 0.1], [0.5, 0.5, 0.0], [0.0, 0.3, 0.4], [-0.2, -0.4, 0.9], [-0.3, -0.2, -0.6], [0.4, -0.1, -0.8], [0.4, -0.9, 1.0], [0.0, 0.4, -0.5], [0.2, -0.1, -0.1], [0.4, 0.4, 0.0], [0.0, -0.3, 0.2], [-0.1, -0.6, -0.2], [0.9, 0.6, -0.4], [-0.2, -0.3, -1.5], [0.4, -0.4, -0.3], [-0.2, -0.2, 0.2], [0.2, -0.7, -0.8], [-0.3, -0.6, -0.8], [-0.1, 0.3, -0.1], [0.1, -0.4, 0.4], [0.1, 0.5, -0.8], [0.0, -0.3, -0.2], [0.9, -0.6, 0.0], [-0.3, 0.2, -0.2], [-0.3, -0.2, -0.1], [-0.1, 0.4, -0.1], [-0.3, 0.4, -1.1], [0.1, -0.2, -0.7], [0.6, 0.4, 0.6], [-0.3, -0.3, -0.5]],
  "lowdin_charge": [-0.121, -0.097, -0.126, -0.146, -0.130, -0.023, -0.025, -0.139, -0.141, -0.046, -0.118, -0.094, -0.026, -0.124, -0.142, -0.158, -0.132, -0.162, -0.120, -0.130, -0.110, -0.059, -0.140, -0.150, -0.089, -0.199, -0.125, -0.074, -0.203, -0.132, -0.147, -0.151, -0.200, -0.120, -0.149, -0.180, -0.179, -0.071, -0.144, 0.066, 0.087, 0.048, 0.077, 0.076, 0.067, 0.086, 0.062, 0.083, 0.065, 0.080, 0.082, 0.091, 0.053, 0.086, 0.050, 0.056, 0.067, 0.069, 0.080, 0.078, 0.021, 0.073, 0.078, 0.053, 0.067, 0.059, 0.056, 0.067, 0.068, 0.069, 0.074, 0.075, 0.051, 0.045, 0.041, 0.104, 0.029, 0.025, 0.084, 0.064, 0.077, 0.066, 0.012, 0.000, 0.096, 0.099, 0.061, 0.075, 0.078, 0.040, 0.020, 0.079, 0.086, 0.084, 0.067, 0.068, 0.048, 0.067, 0.033, -0.038, 0.085, 0.017, 0.068, 0.086, 0.052, 0.075, 0.088, 0.080, 0.075, 0.080, 0.048, 0.018, 0.071, -0.006, 0.082, 0.066, 0.000]
}